Entry 1:
ORCA calculation (ωB97M-V/def2-TZVPD) on a molecular structure, C22H27NO3P2Pb.

The geometry in XYZ format:
```
56
Properties=species:S:1:pos:R:3
C -1.75481 2.89940 -3.70851
C -1.34990 1.64442 -3.26201
C 0.04407 1.27250 -3.48879
C 1.05518 2.24841 -3.73530
C 0.60054 3.60025 -3.82454
C -0.77162 3.88504 -3.92038
C 2.38239 1.79845 -3.78114
C 2.68211 0.49907 -3.38186
C 1.60255 -0.40526 -3.21140
C 1.80994 -1.77254 -2.71840
C 3.09885 -2.28802 -2.74322
C 4.17730 -1.38842 -2.85778
C 3.97551 -0.01593 -3.06432
H -2.82936 3.10320 -3.86547
H 1.28528 4.46619 -3.82416
H -1.15296 4.86589 -4.23961
H 3.17686 2.50656 -4.08822
H 3.24734 -3.37778 -2.67049
H 5.17487 -1.84721 -2.86699
H 4.85554 0.63673 -2.97366
N 0.31254 -0.06690 -3.49875
Pb 0.07742 0.21013 1.55782
C -2.34222 0.71353 -2.61024
H -2.30042 -0.32317 -2.95525
H -3.38622 1.06776 -2.64946
C 0.67650 -2.63043 -2.24260
H -0.22777 -2.55758 -2.84812
H 0.95361 -3.68603 -2.12608
P -2.04232 0.60578 -0.70180
P 0.12963 -2.11503 -0.46863
C 1.48218 -3.05155 0.35484
H 1.41343 -2.96387 1.44846
H 1.46251 -4.10721 0.04342
H 2.43528 -2.62367 0.01239
C -1.33170 -3.21209 -0.19504
H -1.07846 -4.27912 -0.27132
H -1.75246 -3.01775 0.80246
H -2.11158 -2.99021 -0.93947
C -2.51856 2.36097 -0.42059
H -3.26397 2.66679 -1.17663
H -2.89975 2.52040 0.59787
H -1.60653 2.96358 -0.55852
C -3.55586 -0.28359 -0.12493
H -3.59857 -0.28201 0.97415
H -4.46375 0.19022 -0.52827
H -3.53238 -1.33328 -0.45822
C -1.20009 -0.35926 3.54198
O -1.46382 -0.71432 4.58922
H 1.25938 1.42495 1.07692
C 3.55237 1.44246 0.84848
O 2.76159 2.60851 0.52276
C 1.47218 2.48448 0.57013
O 0.69095 3.23918 0.07213
H 3.28004 0.95231 1.80066
H 4.57584 1.78929 0.94330
H 3.47446 0.69719 0.05082
```

Values from the calculation:
Max |F| in eV Å⁻¹: 5.0
Net charge: +2
LUMO in eV: -8.4
2S+1: 1

Results of the natural (NBO) charge analysis, in e, for atoms 1 through 4:
1 C -0.16
2 C -0.06
3 C 0.16
4 C -0.05

Entry 2:
ORCA calculation (ωB97M-V/def2-TZVPD) on 2 unconnected molecules or ions with the total composition C22H28BN3O3.

The geometry in XYZ format:
```
57
Properties=species:S:1:pos:R:3
C 2.92250 1.62802 3.26717
N 2.03638 0.77742 2.49427
C 1.48487 -0.36343 3.03656
O 1.66994 -0.79408 4.15499
C 0.58713 -0.96839 1.96937
C -0.86564 -1.06188 2.44216
C -1.04202 -1.84593 3.71051
C -1.50387 -1.23371 4.86690
C -1.63101 -1.94503 6.04344
C -1.30007 -3.28283 6.08311
C -0.84740 -3.90619 4.93970
C -0.72328 -3.19376 3.76350
N 0.73631 -0.10990 0.74931
C 0.14440 -0.38117 -0.44445
C 0.25003 0.39149 -1.58875
C -0.35316 0.06363 -2.78373
C -0.27773 0.80322 -4.00398
C 0.45029 1.99750 -4.14846
C 0.49098 2.66571 -5.35507
N 1.25363 3.89838 -5.47857
O 1.27526 4.48139 -6.57867
O 1.85466 4.31903 -4.47442
C -0.19261 2.16275 -6.44938
C -0.91434 0.99314 -6.33346
C -0.96064 0.31954 -5.13566
C 1.65454 1.04181 1.07523
C 0.90052 2.36499 1.00108
C 2.91841 1.00239 0.21918
H 3.03540 1.21394 4.26616
H 3.89936 1.68449 2.79243
H 2.50901 2.63143 3.34233
H 0.96700 -1.96649 1.71976
H -1.23783 -0.04476 2.58947
H -1.49330 -1.49662 1.65854
H -1.74948 -0.18569 4.84589
H -1.98150 -1.45443 6.93740
H -1.39307 -3.83920 7.00313
H -0.58174 -4.95074 4.96727
H -0.35848 -3.67996 2.87533
H -0.45355 -1.27297 -0.49179
H 0.83011 1.29139 -1.54485
H -0.93313 -0.84293 -2.81056
H 0.99271 2.41374 -3.31985
H -0.14599 2.70099 -7.38111
H -1.44318 0.60639 -7.18689
H -1.52570 -0.59320 -5.05471
H 0.05235 2.33488 1.68219
H 1.53858 3.19284 1.30256
H 0.51862 2.57291 0.00436
H 3.42904 0.05357 0.37267
H 2.71177 1.10058 -0.84364
H 3.60539 1.79601 0.50668
H -3.10733 -2.09610 -3.02453
B -4.16197 -2.61795 -3.05492
H -5.00652 -1.80169 -2.97183
H -4.28099 -3.20385 -4.06938
H -4.25361 -3.37067 -2.15402
```

Values from the calculation:
Max |F| in eV Å⁻¹: 3.1
Net charge: 0
LUMO in eV: -2.9
2S+1: 1

Results of the natural (NBO) charge analysis, in e, for atoms 1 through 4:
1 C -0.42
2 N -0.46
3 C 0.68
4 O -0.57

Entry 3:
ORCA calculation (ωB97M-V/def2-TZVPD) on a molecular structure, C22H28CdN8P.

The geometry in XYZ format:
```
60
Properties=species:S:1:pos:R:3
Cd -0.07157 0.77596 0.35409
C -2.11906 3.02222 1.68564
N -0.83280 2.52952 2.07566
C 0.26900 3.54261 1.99149
C 1.61434 2.90579 1.59003
N 1.75552 1.89425 0.74112
C 3.13203 1.65629 0.68921
C 3.82515 0.70101 -0.03032
C 5.20991 0.62903 0.10985
C 5.86575 1.42495 1.04801
C 5.16451 2.43711 1.72962
C 3.78285 2.49846 1.54635
N 2.78562 3.29955 2.09144
C -2.36968 2.72003 0.25225
N -1.74644 1.81705 -0.49333
C -2.33373 1.92218 -1.77017
C -2.06097 1.11642 -2.87757
C -2.82036 1.35088 -4.00920
C -3.83642 2.32052 -4.00465
C -4.07396 3.14300 -2.94591
C -3.32264 2.87891 -1.79748
N -3.28496 3.40215 -0.50712
H -2.27345 4.13664 1.88955
H -2.92343 2.44505 2.17841
H -0.89394 2.13428 2.98788
H 0.37661 4.00185 2.94352
H 0.00441 4.30015 1.26805
H 3.31198 0.11196 -0.80791
H 5.83685 0.01766 -0.56152
H 6.90861 1.34592 1.32545
H 5.70955 3.00537 2.50058
H 2.93532 3.92888 2.86548
H -1.17633 0.48099 -2.92220
H -2.57985 0.80094 -4.93938
H -4.47947 2.32291 -4.85550
H -4.89759 3.85760 -2.96796
H -3.92196 4.09012 -0.15911
C -1.55313 -4.57394 -0.39165
N -0.41327 -4.07786 -1.26201
C 0.90544 -4.59563 -0.59656
N 0.98121 -4.22454 0.75636
C -0.15897 -4.66308 1.51145
N -1.38180 -4.14879 0.94052
C -1.62172 -2.72366 1.09286
P -0.22517 -1.80310 0.22917
C -0.39169 -2.59199 -1.45733
C 1.21869 -2.78472 0.93598
H -1.50539 -5.70405 -0.49842
H -2.51838 -4.29106 -0.76792
H -0.50677 -4.50126 -2.13868
H 1.70884 -4.16007 -1.13849
H 0.93839 -5.70297 -0.73528
H -0.07158 -4.30412 2.56380
H -0.19284 -5.74966 1.60074
H -1.72153 -2.37865 2.12532
H -2.58084 -2.32993 0.66089
H 0.48090 -2.24398 -2.06910
H -1.30184 -2.34719 -1.96724
H 1.28950 -2.58223 1.98145
H 2.15251 -2.48574 0.40980
```

Values from the calculation:
Max |F| in eV Å⁻¹: 2.5
Net charge: +3
LUMO in eV: -8.5
2S+1: 1

Results of the natural (NBO) charge analysis, in e, for atoms 1 through 4:
1 Cd 1.56
2 C -0.29
3 N -0.68
4 C -0.27

Entry 4:
ORCA calculation (ωB97M-V/def2-TZVPD) on a molecular structure, C22H28Cl4N2O4Tl.

The geometry in XYZ format:
```
61
Properties=species:S:1:pos:R:3
Tl -1.17479 -0.04571 0.63824
Cl 0.98446 -0.22137 2.22885
N -0.26580 2.43587 0.19212
N -0.24871 -2.60363 0.21486
C -0.80436 2.97326 -0.85756
C -0.75387 -3.18096 -0.82596
C 0.90971 3.24720 0.58985
C 0.74514 4.49100 -0.28480
C 2.18120 2.49282 0.26309
C 0.84910 3.59203 2.06249
H 2.21130 2.24663 -0.80505
H 2.22300 1.57144 0.85559
H 3.03997 3.13024 0.50279
H -0.01972 4.23152 2.24063
H 1.74930 4.15460 2.32963
H 0.77997 2.70068 2.69755
C 0.70955 -3.53673 0.85534
C 0.50353 -4.82045 0.05310
C 0.36325 -3.71305 2.32021
C 2.12801 -3.03229 0.71113
H 2.37158 -2.91001 -0.34978
H 2.80747 -3.76617 1.15879
H 2.22826 -2.07116 1.22465
H -0.66061 -4.09074 2.40798
H 0.45750 -2.75623 2.84063
H 1.05600 -4.43796 2.76122
O -0.35152 -4.43322 -1.06892
H -0.03687 -5.59322 0.61650
H 1.42083 -5.23559 -0.37954
O -0.28587 4.13531 -1.26115
H 1.63187 4.77739 -0.85747
H 0.35210 5.34882 0.27615
C -1.89957 2.37034 -1.66680
C -1.73924 -2.55742 -1.76107
C -1.21333 -1.26798 -2.33156
H -2.63690 -2.34349 -1.16060
H -1.99763 -3.28895 -2.53678
C -1.43489 -0.07362 -1.69468
C -1.33824 1.14167 -2.31803
H -0.74912 0.03878 3.26282
C -0.60886 1.20408 -3.53299
C -0.11966 0.01067 -4.07497
C -0.39596 2.51522 -4.21269
C -0.42354 -1.22881 -3.50699
H 0.47320 0.04961 -4.99629
C 0.03413 -2.50366 -4.12966
H 0.84616 -2.31847 -4.83955
H -0.78791 -2.98637 -4.67411
H 0.38968 -3.22041 -3.38106
H -1.32541 2.85916 -4.68748
H 0.36714 2.42757 -4.99104
H -0.08730 3.29929 -3.51125
H -2.28026 3.10904 -2.37810
H -2.70381 2.09313 -0.96645
Cl -2.83526 1.43892 6.46893
C -1.20673 0.70844 6.39044
Cl -0.10096 1.45911 7.52923
Cl -1.30503 -1.04898 6.70941
C -0.72315 0.98691 4.92028
O -1.35218 0.16535 4.06857
O 0.05365 1.88054 4.65134
```

Values from the calculation:
Max |F| in eV Å⁻¹: 2.5
Net charge: -1
LUMO in eV: 2.6
2S+1: 1

Results of the Löwdin charge analysis, in e, for atoms 1 through 4:
1 Tl 0.63
2 Cl 0.01
3 N 0.10
4 N 0.11